1.
21
Properties=species:S:1:pos:R:3:forces:R:3:lowdin_spin:R:1 method="wB97M-V/def2-TZVPD" molar_mass_g_mol=119.2 e_tot_ha=-399.248498 lumo_ev="-3.133 / -8.583" e_above_lowest_kcal_mol=115.2 homo_ev="-14.4 / -14.3" charge=+1 spin_multiplicity=2 homo_lumo_gap_ev="11.2 / 5.7"
C -0.26259 1.81145 -0.36357 -4.030 -3.253 1.890 -0.002
N -0.24363 2.13420 -1.92970 2.005 -1.122 3.427 0.028
C -0.05753 0.26621 -0.31130 0.917 0.729 -0.150 0.092
C 1.36573 -0.19598 -0.77300 0.685 0.775 -0.493 0.033
O 1.64359 0.09095 -2.13516 -0.606 -0.481 0.762 0.007
N -0.36468 -0.26648 0.99304 -2.963 -0.847 -1.753 0.627
C -0.64774 -1.70054 1.09737 1.318 -0.727 0.887 0.074
N -0.73881 -2.06186 2.50434 0.606 0.282 -0.725 0.018
H 0.65731 2.13970 -1.25930 0.718 2.578 -4.140 0.001
H 0.31067 2.21789 0.48760 0.633 0.845 -0.931 -0.001
H -1.30442 2.00452 -0.08649 0.090 -0.066 0.327 -0.001
H -0.83966 2.95436 -1.92857 0.836 0.684 -0.240 0.001
H -0.77424 -0.14547 -1.05065 0.001 -0.382 0.234 0.051
H 2.11348 0.35623 -0.18744 -0.181 -0.117 0.343 0.002
H 1.51740 -1.25872 -0.58349 -0.148 -0.018 -0.124 0.001
H 0.96965 0.71069 -2.44845 0.011 0.053 -0.460 0.000
H -1.16734 0.22021 1.41130 0.804 0.479 0.925 0.018
H -1.56730 -1.97269 0.55921 -0.046 0.522 -0.040 0.038
H 0.17565 -2.22116 0.60255 -0.080 -0.037 -0.299 0.012
H 0.22784 -2.04697 2.82537 -0.239 0.018 0.488 0.001
H -1.01338 -3.03654 2.57635 -0.332 0.087 0.071 0.000



2.
25
Properties=species:S:1:pos:R:3:forces:R:3:nbo_charge:R:1 method="wB97M-V/def2-TZVPD" molar_mass_g_mol=198.1 e_tot_ha=-966.652711 lumo_ev=-3.821 homo_ev=-13.7 charge=+1 homo_lumo_gap_ev=9.9
N 2.66692 -1.51331 0.72528 -0.082 0.192 -0.056 -0.754
C 1.87268 -0.50360 0.38939 0.435 0.591 -0.047 0.716
N 1.39826 -0.33187 -0.82684 -0.580 -1.117 0.359 -0.517
C 0.06888 0.33632 -0.97355 -0.163 0.570 -0.279 -0.247
C -0.78014 0.40137 0.32779 0.162 0.005 0.491 -0.672
P -2.32215 -0.58266 0.23577 -0.777 0.623 -0.111 2.350
O -3.42262 0.21092 -0.29151 0.236 -0.190 -0.178 -1.036
O -2.52452 -1.09698 1.73594 0.483 -0.341 -0.132 -0.994
O -2.02138 -1.89381 -0.63970 0.339 -0.024 0.195 -0.977
C 0.03339 0.10529 1.60816 0.049 -0.445 -0.435 -0.215
N 1.48180 0.40331 1.37312 -0.631 -0.371 0.387 -0.634
H 2.67308 -1.80714 1.69010 0.572 0.415 0.116 0.443
H 3.29282 -1.95272 0.06830 -0.341 -0.359 -0.079 0.435
H 1.51013 -1.15391 -1.40816 0.155 0.289 -0.382 0.414
H -0.47133 -0.21780 -1.74053 0.184 -0.017 -0.052 0.253
H 0.20873 1.33534 -1.38362 0.027 -0.109 0.079 0.270
H -1.16256 1.42249 0.40021 0.016 -0.034 -0.056 0.284
H -2.75618 -2.03235 1.80662 -0.237 0.114 0.118 0.523
H -1.29826 -2.44317 -0.30968 -0.140 -0.124 -0.046 0.495
H -0.33794 0.62581 2.48542 0.086 0.160 -0.086 0.259
H -0.01073 -0.96050 1.84761 -0.034 0.057 0.129 0.196
H 1.54207 1.34495 0.99171 0.177 0.016 0.055 0.398
O -0.02031 3.08120 -2.59407 0.204 0.088 0.099 -0.958
H 0.69058 3.58986 -2.18938 -0.026 0.095 -0.068 0.472
H -0.31120 3.63294 -3.32838 -0.114 -0.083 -0.020 0.493



3.
22
Properties=species:S:1:pos:R:3:forces:R:3:nbo_charge:R:1 method="wB97M-V/def2-TZVPD" molar_mass_g_mol=151.2 e_tot_ha=-797.766635 lumo_ev=0.834 e_above_lowest_kcal_mol=23.1 homo_ev=-8.5 homo_lumo_gap_ev=9.3
C -1.89923 0.32209 0.12283 -0.603 2.489 -0.915 -0.078
C -0.97519 -1.70828 1.10831 2.182 0.501 -2.780 -0.406
C 2.27619 0.00439 0.77856 4.471 -1.404 -4.080 -0.441
C 1.35193 1.70219 -0.80222 3.969 1.643 2.047 -0.440
N -2.67306 0.45260 -1.12378 0.321 1.979 0.249 -0.848
N -1.06318 -0.83131 -0.06641 1.084 -1.327 0.201 -0.665
N 1.15236 0.53895 0.09026 -0.044 0.539 -1.426 -0.663
O 1.14865 -1.74665 -1.09138 0.650 -1.458 -0.057 -0.943
S 0.42197 -0.51249 -1.04365 -3.166 0.270 2.033 1.582
H -1.21389 1.31656 0.25438 -1.789 -2.111 -0.124 0.171
H -2.00749 0.47078 -1.88679 -0.344 -0.110 -0.187 0.346
H -2.72391 0.35782 0.95974 2.170 -0.734 -1.110 0.216
H -0.63079 -2.68927 0.89028 -0.200 -0.959 -0.561 0.212
H -0.31194 -1.35774 1.81018 1.819 1.165 1.947 0.169
H -1.89028 -1.63799 1.51448 -3.337 -0.511 1.516 0.198
H 3.29766 0.48522 0.43414 -1.980 -0.344 0.717 0.188
H 2.26578 -0.02361 1.78271 -0.610 0.602 3.626 0.198
H 2.56790 -1.08612 0.52245 -1.154 1.400 -0.068 0.233
H 1.99040 1.50951 -1.70146 -0.523 0.071 0.623 0.192
H 0.43966 2.09499 -1.03222 -2.573 0.696 -1.198 0.206
H 1.81223 2.62130 -0.24814 -0.353 -1.881 -0.593 0.212
H -3.33575 -0.28293 -1.27226 0.010 -0.516 0.140 0.361



4.
21
Properties=species:S:1:pos:R:3:forces:R:3:lowdin_spin:R:1 method="wB97M-V/def2-TZVPD" molar_mass_g_mol=135.2 e_tot_ha=-722.373574 lumo_ev="-2.966 / -6.506" e_above_lowest_kcal_mol=2.3 homo_ev="-12.9 / -12.8" charge=+1 spin_multiplicity=2 homo_lumo_gap_ev="9.9 / 6.3"
C -0.09004 2.99889 0.78457 0.792 -0.273 -0.704 0.000
C 0.71479 1.75962 0.35538 -0.868 0.011 0.441 0.091
S -0.03353 1.00909 -1.13447 -0.136 1.097 0.552 0.820
N -1.44502 2.61498 1.15748 0.346 0.039 -0.443 0.007
H -0.00190 3.66772 -0.08495 -0.313 0.341 0.343 0.000
H 0.43989 3.43999 1.62802 -0.136 0.104 0.055 -0.001
H 0.70569 1.06683 1.21455 0.140 -0.217 -0.537 0.016
H 1.74923 2.00543 0.10501 0.020 -0.056 -0.041 0.023
H -1.89300 2.30956 0.29684 -0.292 0.021 0.160 0.005
H -1.95688 3.43625 1.45762 -0.056 -0.049 0.119 0.000
C -0.84169 -3.09452 1.25381 -0.098 0.084 0.516 0.001
N 1.29185 -1.64813 -1.34476 -1.059 1.398 0.669 -0.002
C 0.74184 -2.46387 -0.47223 0.579 0.360 -0.962 0.001
N -0.22045 -2.12166 0.35076 -0.278 -0.743 -0.033 0.009
H -0.41799 -3.02602 2.25828 0.335 -0.146 -0.219 0.000
H -0.71503 -4.08675 0.82829 -0.098 -0.038 0.216 0.000
H -1.89679 -2.88047 1.41683 -0.031 0.012 -0.536 0.000
H 0.87221 -0.60301 -1.37821 1.240 -1.988 -0.023 0.013
H 2.15968 -1.89971 -1.78737 -0.118 -0.158 -0.228 0.000
H 1.10407 -3.48730 -0.51326 -0.136 -0.030 0.616 0.000
H -0.65470 -1.21685 0.27399 0.166 0.231 0.039 0.016



5.
21
Properties=species:S:1:pos:R:3:forces:R:3:lowdin_spin:R:1 method="wB97M-V/def2-TZVPD" molar_mass_g_mol=117.2 e_tot_ha=-379.107153 lumo_ev="0.897 / 0.883" e_above_lowest_kcal_mol=21.5 homo_ev="-3.7 / -8.4" spin_multiplicity=2 homo_lumo_gap_ev="4.6 / 9.3"
C 1.24765 2.66737 1.33251 1.346 -1.360 -0.058 0.027
N 1.79879 -0.35276 -0.74824 0.704 -1.219 -2.637 0.163
C 1.63663 0.48327 0.27898 1.514 -1.486 3.734 0.486
N 1.19958 1.73047 0.18257 -0.348 3.563 0.672 0.183
H 1.11368 3.70102 0.99673 -0.253 -0.337 0.062 0.001
H 2.29537 2.61226 1.81132 -1.434 0.028 -0.685 0.009
H 0.51977 2.35928 2.11009 0.229 0.407 -0.276 0.006
H 1.10834 -0.47196 -1.48066 0.052 -0.009 0.268 0.020
H 2.37746 -1.14858 -0.55390 -0.070 -0.060 -0.284 0.006
H 1.94592 0.06691 1.26084 -0.577 0.784 -0.695 0.030
H 0.66971 2.03482 -0.60213 -0.353 0.003 -0.385 0.017
C -2.01796 -1.97811 -1.65471 0.078 -0.008 -1.838 0.002
N -1.01267 -1.33066 -0.79544 -0.376 -0.417 0.331 0.013
C -1.45186 -0.77604 0.40051 1.268 0.164 1.104 0.011
N -0.67372 -0.52171 1.40875 -1.457 -1.180 -0.944 0.017
H -1.55716 -2.28701 -2.66122 -0.360 0.434 1.595 0.001
H -2.51694 -2.87898 -1.25538 0.362 0.316 0.189 0.000
H -2.82995 -1.27474 -1.97192 0.743 -0.315 0.597 0.000
H -0.11680 -1.82160 -0.67887 -0.657 0.315 -0.177 0.005
H -2.50642 -0.55410 0.38815 -0.551 0.075 0.033 0.001
H -1.22943 -0.25916 2.23199 0.139 0.301 -0.607 0.001



6.
21
Properties=species:S:1:pos:R:3:forces:R:3:nbo_charge:R:1 method="wB97M-V/def2-TZVPD" molar_mass_g_mol=117.2 e_tot_ha=-378.921600 lumo_ev=-2.597 e_above_lowest_kcal_mol=71.6 homo_ev=-13.7 charge=+1 homo_lumo_gap_ev=11.1
C 1.10684 0.87579 -0.02364 -4.106 3.462 1.660 0.545
C 0.19629 2.01381 0.31691 0.035 1.416 1.186 -0.682
C -3.35255 0.19829 0.06022 -0.827 -2.728 0.304 -0.004
C 1.10245 -2.54629 0.41387 -0.672 -2.510 2.177 -0.437
N 2.32948 1.12910 -0.06170 6.398 -2.934 -0.763 -0.718
N -2.50594 0.87019 -0.56648 -0.042 0.868 -1.347 -0.668
N 0.53924 -0.25146 -0.14415 -1.687 -5.219 -0.834 -0.385
N 1.30141 -1.44694 -0.44040 0.636 2.673 -0.395 -0.481
H 0.83834 2.79450 0.89584 -1.579 -1.343 -0.834 0.244
H -0.81344 1.74494 0.76438 1.785 0.142 -0.109 0.288
H -0.11740 2.44546 -0.61086 -0.024 0.605 -0.693 0.258
H -3.07807 -0.47257 0.88191 0.606 0.782 0.501 0.152
H 2.94888 0.27183 -0.14192 -0.929 1.269 -0.149 0.431
H -4.35005 -0.15142 -0.22707 -0.250 1.108 -0.528 0.173
H 1.64773 -2.53958 1.43345 -0.795 0.584 -1.629 0.218
H -0.01833 -2.70147 0.63854 1.555 -0.203 -0.327 0.182
H 1.55841 -3.44731 -0.10914 -0.923 1.016 0.579 0.242
H 2.88106 1.96997 -0.10858 -0.948 0.537 0.314 0.449
H -0.52098 -0.34973 -0.11484 1.719 0.620 0.001 0.441
H 1.21492 -1.69310 -1.41354 -0.293 0.190 -0.143 0.385
H -2.90827 1.28597 -1.44280 0.342 -0.333 1.028 0.366